The following is a DFT calculation (ωB97M-V/def2-TZVPD) of a cluster of 3 separate species, C3H10NO3S in total.

```
18
Properties=species:S:1:pos:R:3:forces:R:3
S -1.6683 0.2895 0.5919 0.13 -0.42 -0.63
O 1.9649 1.2314 -2.1028 -0.18 -0.02 0.26
O 1.2679 -0.0012 2.8427 -0.47 -0.07 0.75
O -0.9495 -2.6996 1.8108 0.23 -0.64 0.43
N 0.1791 2.3595 -1.3790 -0.20 1.27 0.19
C 0.7733 1.2262 -1.7932 0.54 -0.48 -0.61
C -0.2820 -0.5037 -0.3751 -0.77 -0.39 0.84
C -0.0366 -0.0432 -1.8153 -0.11 0.61 0.48
H -0.7919 2.5360 -1.1751 0.00 -1.00 0.25
H 0.5549 -0.3654 0.2954 0.78 0.30 -0.47
H 0.5431 -0.7975 -2.3433 0.01 0.09 -0.17
H -0.3692 -1.5924 -0.4154 -0.42 0.06 0.03
H 1.0591 -0.5987 2.1243 0.06 -0.15 -0.46
H -1.0066 0.1194 -2.2933 0.03 -0.10 -0.02
H 0.3832 0.1209 3.2311 0.40 0.28 -0.30
H -1.6488 -2.2644 1.3085 0.00 0.59 0.00
H 0.7988 3.0828 -1.0578 0.18 0.04 -0.25
H -0.7713 -2.0998 2.5457 -0.22 0.03 -0.32
```
Forces are in eV/Å.

* E_LUMO: 3.68 eV
* energy above the lowest of the compared OMol25 structures with the same formula, charge and spin: 50.2 kJ/mol
* gap between HOMO and LUMO: 0.2534 Ha
* energy: -21743.011 eV
* M: 140.184 u
* net charge: -1
* 2S+1: 1

Here is what Löwdin gives for the atomic charges, in e: 0.154, -0.008, -0.089, -0.120, 0.154, -0.585, -0.696, -0.205, 0.068, 0.013, 0.103, 0.036, -0.015, 0.098, 0.025, -0.036, 0.098, 0.006

---

The following is a DFT calculation (ωB97M-V/def2-TZVPD) of a cluster of 5 separate species, C20H23F14NO12 in total.

```
70
Properties=species:S:1:pos:R:3:forces:R:3
F 3.3814 -1.2662 7.4983 -0.01 0.00 -0.01
F -2.4176 -1.7222 1.2107 0.01 0.06 -0.07
F 1.5538 3.9128 -5.4022 0.17 -0.11 -0.21
F -4.8974 5.3489 -4.9416 0.19 0.09 -0.11
F -2.1239 -0.0560 2.5533 0.04 0.04 -0.06
F -0.6094 -0.5378 1.0709 -0.03 0.10 -0.07
F -1.9269 7.1316 -2.7657 -0.11 -0.22 -0.29
F -1.9600 -4.3586 3.1527 -0.13 -0.16 -0.09
F 2.8850 4.5102 -7.0041 -0.01 -0.08 0.02
F -2.4395 -5.9213 4.5684 0.04 0.02 -0.04
F 2.0526 -2.9729 7.6495 0.03 0.01 -0.01
F 4.0312 -3.2134 6.8112 -0.02 0.03 -0.01
F -3.3313 -5.9402 2.5952 0.05 -0.01 -0.02
F 3.2042 5.2577 -5.0043 -0.01 -0.05 0.00
O 4.1470 2.2394 -6.2614 -0.03 0.05 -0.11
O -1.2355 3.6891 -3.9404 0.06 0.25 0.02
O -0.3249 4.4085 -2.0262 0.19 -0.16 -0.26
O 3.8771 2.8567 -4.1061 -0.12 0.06 -0.04
O -2.3206 1.6999 0.5771 0.06 -0.09 0.04
O 3.0625 -2.2771 4.4801 0.10 -0.05 0.05
O -3.1101 7.4615 -4.5935 0.05 -0.16 0.33
O -1.1543 -7.7439 3.1266 -0.11 0.07 -0.01
O 1.2536 -1.5081 5.5880 0.07 0.02 0.09
O -0.1789 -6.0280 2.0346 -0.02 0.12 0.00
O -3.2282 0.0456 -0.6618 0.00 -0.13 0.01
O -4.9601 4.4218 -2.9557 -0.35 -0.03 -0.05
N -2.9677 5.3196 -3.6403 -0.07 0.26 -0.91
C -1.0345 -6.4861 2.7313 0.10 -0.25 -0.06
C 4.6536 1.7272 -3.6481 0.26 -0.35 0.25
C -2.2130 -5.6579 3.2762 -0.13 0.13 0.12
C 2.8381 4.1889 -5.7199 -0.04 0.26 -0.09
C -1.9327 -0.4884 1.2988 -0.13 -0.07 0.05
C -0.1341 -8.6515 2.6622 0.30 -0.37 -0.09
C 6.1369 2.0003 -3.7569 0.00 0.22 -0.17
C -0.2794 4.3753 -3.2146 -0.31 0.04 0.86
C 2.4462 -2.0679 5.4826 -0.18 0.13 -0.16
C -4.2931 3.0103 -0.0394 -0.05 -0.25 0.27
C -0.0405 -2.2871 3.6680 0.37 -0.28 0.37
C -2.1560 4.5115 -4.6093 0.03 -0.17 0.33
C -2.7214 6.7191 -3.7591 0.14 0.36 -0.03
C 2.9874 -2.3932 6.8884 0.06 -0.11 0.11
C 0.6240 -1.1130 4.3487 -0.31 0.20 -0.45
C 3.7224 2.9656 -5.4147 0.08 -0.18 0.20
C -2.5987 0.4461 0.2716 -0.04 0.26 -0.11
C -4.3518 5.0004 -3.7787 0.04 -0.32 0.61
C -2.8395 2.7068 -0.3239 -0.17 0.46 -0.24
C 1.1182 -8.5490 3.5045 -0.04 0.23 0.13
H -0.7404 -2.7699 4.3449 -0.08 0.11 0.06
H -4.6288 3.8222 -0.6776 0.01 0.02 -0.02
H -2.8254 3.8245 -5.1217 0.08 0.09 -0.13
H -4.4278 3.2993 1.0042 0.06 0.06 -0.02
H 6.4386 2.1268 -4.7961 -0.02 -0.08 -0.01
H -0.1144 -0.3645 4.6274 0.04 -0.03 0.18
H 0.8833 -8.7090 4.5571 0.00 -0.09 -0.02
H -0.5717 -1.9625 2.7854 0.03 -0.08 0.06
H 6.3967 2.9132 -3.2207 0.00 -0.05 0.08
H 0.0717 -8.4653 1.6090 -0.03 0.16 0.02
H 0.5107 4.8535 -3.7963 -0.15 0.07 -0.23
H 1.3551 -0.6298 3.7015 0.14 -0.10 0.07
H 6.7010 1.1709 -3.3325 -0.02 -0.02 0.02
H -4.9242 2.1413 -0.2252 0.02 0.01 -0.09
H 1.5750 -7.5644 3.4112 0.02 -0.02 -0.08
H 4.3629 1.5849 -2.6101 -0.10 0.14 -0.01
H -2.6866 2.3901 -1.3545 0.00 -0.15 0.04
H -1.6769 5.1786 -5.3302 0.06 -0.01 0.02
H 4.3644 0.8352 -4.2019 -0.04 0.09 -0.14
H 1.8442 -9.2973 3.1887 -0.02 -0.02 -0.02
H 0.6937 -3.0355 3.3678 0.02 0.05 -0.06
H -2.2208 3.5848 -0.1579 0.10 -0.10 0.10
H -0.5745 -9.6424 2.7465 -0.14 0.07 0.07
```
Forces are in eV/Å.

* E_LUMO: 0.06 eV
* SMILES string: O=COCN(C(=O)F)C(=O)F.CCOC(=O)C(F)(F)F.CCOC(=O)C(F)(F)F.CCOC(=O)C(F)(F)F.CCOC(=O)C(F)(F)F
* gap between HOMO and LUMO: 0.4115 Ha
* energy: -85218.524 eV
* M: 735.371 u
* 2S+1: 1

Here is what Löwdin gives for the atomic charges, in e: 0.165, 0.175, 0.134, 0.163, 0.162, 0.158, 0.152, 0.159, 0.185, 0.169, 0.165, 0.171, 0.171, 0.169, 0.179, -0.013, 0.134, 0.034, 0.040, 0.171, 0.213, 0.035, 0.039, 0.171, 0.174, 0.219, 0.089, -0.400, -0.188, -0.541, -0.534, -0.546, -0.194, -0.058, -0.302, -0.407, -0.053, -0.057, -0.115, -0.476, -0.548, -0.177, -0.406, -0.407, -0.485, -0.186, -0.059, 0.081, 0.055, 0.152, 0.085, 0.079, 0.124, 0.084, 0.039, 0.084, 0.125, 0.133, 0.128, 0.085, 0.083, 0.078, 0.127, 0.120, 0.153, 0.127, 0.083, 0.089, 0.119, 0.125

---

The following is a DFT calculation (ωB97M-V/def2-TZVPD) of a cluster of 2 separate species, CH6Si2 in total.

```
9
Properties=species:S:1:pos:R:3:forces:R:3
Si -1.2426 -0.5859 -0.3227 1.09 1.69 -1.25
Si 1.0969 -0.5402 -0.0758 -3.12 0.54 0.90
C 0.0708 1.0048 -0.4309 -1.29 -4.82 1.53
H 0.0669 1.8080 0.1965 -0.33 2.31 1.22
H -1.9431 -0.6333 0.9132 -0.27 -0.29 1.14
H 2.3092 -0.4117 -0.7205 2.14 -0.39 -1.46
H 0.0778 1.0555 -1.4444 0.29 1.34 -3.12
H 2.1074 -1.4380 2.1434 0.42 -0.35 0.71
H -2.3724 -0.6785 -1.3730 1.07 -0.04 0.33
```
Forces are in eV/Å.

* E_LUMO (spin up / spin down): 0.20 / -1.98 eV
* energy above the lowest of the compared OMol25 structures with the same formula, charge and spin: 350.4 kJ/mol
* gap between HOMO and LUMO (spin up / spin down): 0.2656 / 0.2537 Ha
* energy: -16881.947 eV
* M: 74.231 u
* <S²>: 2.0031
* 2S+1: 3

Here is what Löwdin gives for the atomic charges, in e: 0.506, 0.498, -0.519, -0.043, -0.139, -0.162, -0.067, 0.019, -0.093

---

The following is a DFT calculation (ωB97M-V/def2-TZVPD) of a structure of composition C50H53As2CuN2SSb.

```
110
Properties=species:S:1:pos:R:3:forces:R:3
Sb -1.9829 -2.5238 1.5362 -0.43 -0.28 0.88
As 0.9744 -2.9080 0.0775 0.07 -0.41 -0.41
As 2.6512 0.3059 0.4923 -0.20 -0.10 -0.07
Cu 0.4041 0.9982 -0.2239 0.20 0.03 -0.02
S 1.0835 2.5446 -1.9526 -0.07 0.24 -0.31
N -1.4800 0.8352 -1.3682 0.04 -0.47 0.05
N -0.7111 2.6747 0.5543 0.19 0.08 0.33
C 4.3317 -0.8166 2.6188 -0.02 -0.05 -0.06
C -2.5334 1.6740 -0.7694 0.23 0.17 0.10
C 3.7917 -6.4230 1.5161 0.01 0.03 0.03
C -3.7851 -1.3480 1.5599 0.49 -0.05 -0.32
C 5.2338 2.7392 -1.7566 -0.01 0.00 -0.04
C -1.6334 -5.7164 -1.6772 -0.04 0.01 -0.08
C -4.2209 -6.2794 0.9521 -0.03 -0.03 -0.02
C -2.1024 -5.3879 2.5154 0.05 0.02 -0.05
C 4.2553 1.8411 -1.3613 -0.03 -0.08 0.09
C -4.7092 -1.5303 0.5338 0.05 0.01 -0.07
C -0.3265 -2.5858 6.1438 0.06 0.00 0.02
C -5.8539 -0.7487 0.4895 0.00 0.02 0.01
C 3.2865 -6.4259 0.2223 0.02 -0.04 -0.02
C 3.2432 0.8245 4.5813 -0.02 -0.04 0.11
C -0.3933 2.3872 -3.0208 0.16 -0.03 0.16
C -5.1092 0.4494 2.4435 -0.03 -0.01 -0.01
C -2.1709 -2.5608 4.6002 -0.09 -0.02 -0.03
C 5.7179 3.2202 0.5465 -0.01 0.03 0.00
C -3.7800 -4.9713 0.8283 -0.06 0.04 -0.01
C -3.9747 -0.3486 2.5076 0.15 0.02 0.11
C -1.9707 2.9582 -0.1408 -0.04 -0.35 -0.19
C -2.1735 -5.0170 -2.7470 -0.07 -0.02 0.04
C 3.5015 -5.3710 2.3713 0.03 -0.01 0.04
C 0.2919 3.7490 0.4819 -0.07 0.10 -0.02
C -2.5460 -6.6972 2.6291 0.04 -0.01 0.01
C 2.4673 -5.3952 -0.2094 0.03 0.08 -0.04
C -3.6025 -7.1427 1.8468 0.02 0.00 0.05
C 0.5695 -2.4601 5.0923 -0.01 0.05 0.04
C 4.0018 1.6228 -0.0078 -0.01 0.04 -0.11
C 2.6773 -4.3391 1.9456 -0.10 0.13 -0.03
C 4.3242 0.0057 4.8783 0.04 -0.04 0.03
C -1.6929 -2.6379 5.8995 -0.04 0.02 0.01
C 2.7024 0.8140 3.3055 -0.11 -0.09 -0.18
C 2.1584 -2.0109 -1.2357 0.03 0.50 0.29
C -0.7617 -3.1450 -2.2284 0.12 0.12 0.05
C -0.2145 -3.8375 -1.1492 -0.17 -0.04 -0.03
C 4.7344 2.3256 0.9448 -0.13 -0.06 0.02
C -0.6656 -5.1273 -0.8773 0.18 0.06 0.08
C 0.7345 4.0354 -0.9538 0.07 -0.20 0.00
C 2.1470 -4.3534 0.6592 -0.10 0.11 0.07
C -1.1967 1.1101 -2.7825 0.06 0.13 -0.07
C -1.7352 -3.7297 -3.0256 0.01 0.01 -0.02
C 0.0958 -2.3672 3.7910 0.01 0.02 -0.03
C -2.7355 -4.5219 1.6278 0.30 0.27 -0.15
C 3.2952 -1.2344 -0.5634 -0.27 -0.28 0.04
C -6.0472 0.2463 1.4391 0.00 0.02 0.00
C 3.2463 -0.0020 2.3151 -0.11 0.03 -0.05
C 4.8624 -0.8214 3.9015 -0.05 0.02 -0.01
C 5.9688 3.4264 -0.8012 0.02 0.05 -0.01
C -1.2681 -2.4219 3.5501 -0.06 0.12 -0.52
H 2.5441 -2.7925 -1.8915 -0.04 -0.08 0.04
H 4.7905 -1.4327 1.8562 0.03 -0.01 0.02
H 0.7847 -2.2656 2.9616 0.05 0.08 0.05
H 0.0066 4.6244 -1.5077 0.04 0.08 0.00
H 2.4495 -3.5187 2.6163 0.05 -0.06 0.03
H -5.2644 1.2286 3.1782 0.00 -0.03 0.03
H -6.9291 0.8714 1.3915 -0.01 -0.02 0.02
H 4.7580 0.0178 5.8698 -0.03 0.01 0.00
H -4.5356 -2.2706 -0.2379 -0.07 0.02 0.00
H -0.2505 -5.6743 -0.0394 -0.06 -0.05 -0.01
H -3.0123 1.0886 0.0123 -0.09 -0.13 0.07
H 1.5486 -1.3250 -1.8297 -0.04 -0.09 0.01
H -4.2607 -4.3176 0.1138 -0.01 -0.03 -0.01
H -3.2506 -0.2016 3.3021 -0.03 0.04 -0.02
H 5.7123 -1.4513 4.1289 0.00 0.00 0.01
H 1.6335 -2.4321 5.2840 0.05 0.04 0.01
H 4.5498 2.1700 1.9992 0.06 0.00 0.03
H 2.0793 -5.4051 -1.2205 -0.01 -0.04 0.00
H -1.7815 -0.1309 -1.3014 -0.05 0.02 -0.06
H 3.6928 1.2993 -2.1116 0.04 0.03 -0.07
H 1.1566 3.4205 1.0607 -0.01 0.05 0.02
H -0.0712 4.6871 0.9183 0.01 -0.01 0.00
H -3.9456 -8.1648 1.9375 -0.01 0.01 -0.01
H 3.9640 -0.8244 -1.3184 0.03 0.00 0.00
H 3.9115 -5.3516 3.3727 -0.01 -0.03 0.00
H -3.2362 -2.6291 4.4108 0.00 0.00 0.03
H -2.0636 -7.3641 3.3315 -0.01 -0.02 -0.02
H 5.4273 2.8979 -2.8093 0.00 -0.01 0.00
H -0.0131 2.3745 -4.0406 -0.13 0.06 -0.06
H 4.4132 -7.2403 1.8565 0.03 0.02 -0.02
H 1.6653 4.6002 -0.9311 -0.03 0.06 0.00
H -5.0480 -6.6294 0.3482 0.01 0.02 -0.01
H -2.1261 1.1892 -3.3588 0.01 -0.05 -0.02
H -0.4007 -2.1477 -2.4616 -0.09 0.00 -0.05
H 6.7399 4.1201 -1.1090 0.00 0.00 0.00
H -0.9004 2.4495 1.5239 0.02 0.15 0.05
H -1.2715 -5.0453 3.1202 -0.01 -0.04 0.05
H -2.7229 3.3726 0.5336 0.02 0.08 -0.03
H -2.9428 -5.4696 -3.3589 0.05 -0.03 -0.03
H 6.2949 3.7482 1.2941 -0.01 0.01 0.00
H 3.8839 -1.9066 0.0614 0.04 0.07 0.05
H -3.2922 1.9365 -1.5131 -0.06 -0.03 0.05
H -1.0024 3.2815 -2.9034 0.01 0.01 -0.02
H -1.7906 3.6997 -0.9152 0.02 0.04 0.05
H -1.9743 -6.7197 -1.4588 0.02 -0.01 0.01
H -2.1395 -3.1932 -3.8748 0.01 0.02 0.02
H 2.8308 1.4725 5.3437 -0.01 0.00 -0.02
H -0.6323 0.2646 -3.1806 -0.02 -0.02 0.05
H -2.3901 -2.7476 6.7195 0.01 0.01 0.01
H 3.5305 -7.2358 -0.4526 -0.01 0.00 0.00
H 1.8663 1.4617 3.0600 -0.01 0.00 0.07
H -6.5892 -0.9108 -0.2874 0.01 0.02 -0.01
H 0.0415 -2.6426 7.1598 -0.01 -0.03 -0.01
```
Forces are in eV/Å.

* E_LUMO (spin up / spin down): -4.50 / -7.68 eV
* energy above the lowest of the compared OMol25 structures with the same formula, charge and spin: 0.0 kJ/mol
* gap between HOMO and LUMO (spin up / spin down): 0.3052 / 0.1879 Ha
* energy: -239365.945 eV
* M: 1049.205 u
* <S²>: 0.7572
* net charge: +2
* 2S+1: 2

These are the Löwdin partial charges, in e, on atoms 1 to 99: 1.626, 1.272, 1.281, 0.030, 0.927, -0.112, -0.121, -0.104, -0.157, -0.058, -0.382, -0.066, -0.066, -0.064, -0.124, -0.166, -0.142, -0.055, -0.062, -0.057, -0.072, -0.391, -0.067, -0.125, -0.062, -0.125, -0.136, -0.161, -0.064, -0.066, -0.245, -0.056, -0.110, -0.052, -0.064, -0.370, -0.119, -0.065, -0.056, -0.140, -0.414, -0.131, -0.454, -0.090, -0.134, -0.387, -0.388, -0.250, -0.071, -0.153, -0.364, -0.390, -0.057, -0.412, -0.062, -0.064, -0.395, 0.087, 0.097, 0.031, 0.077, 0.072, 0.114, 0.116, 0.114, 0.085, 0.105, 0.102, 0.037, 0.085, 0.097, 0.114, 0.108, 0.094, 0.107, 0.095, 0.075, 0.106, 0.132, 0.116, 0.070, 0.112, 0.110, 0.116, 0.113, 0.084, 0.115, 0.088, 0.116, 0.128, 0.074, 0.114, 0.124, 0.098, 0.133, 0.114, 0.113, 0.056, 0.132